No. 1
A 8-piece molecular cluster, C31H65N3O15 overall. Source: the OMol25 dataset; level of theory: ωB97M-V with the def2-TZVPD basis set.

The geometry in ORCA input format:
```
! wB97M-V def2-TZVPD RIJCOSX def2/J DEFGRID3
* xyz 0 1
C 3.99 -2.60 7.88
O -11.52 1.85 -0.94
H 4.19 0.41 8.13
O 3.17 -1.46 7.97
H 2.66 0.40 7.11
H -1.80 -7.01 -0.54
H 5.51 -6.38 -6.15
H 2.28 4.92 0.57
H 6.07 0.31 2.18
C -4.11 -4.55 -5.91
C -10.66 -0.04 -1.97
H 3.95 5.93 -1.71
H -3.76 5.63 -3.32
H -11.53 -0.06 -2.61
O -1.55 -6.14 -2.39
H 1.88 6.87 4.59
C 4.99 -2.67 8.88
H 1.57 1.35 -1.89
H -4.98 -4.06 -6.34
H 5.60 -3.57 8.76
H -2.89 -4.49 -2.35
C 3.29 -5.62 -4.74
O 4.64 -2.80 10.26
C 0.81 1.40 -2.67
C -4.09 6.05 -2.37
H -11.19 2.53 -0.35
C 4.35 5.69 -0.72
C -5.98 5.89 -0.80
H -2.31 1.38 -1.72
H 1.17 2.09 -3.43
C -6.47 5.29 -3.17
H 6.24 -1.37 1.63
C 1.14 7.07 3.81
H 2.41 -5.04 -4.42
H 1.82 5.90 -0.66
H 1.79 -5.23 -7.35
H -6.96 5.41 -0.71
H 3.35 -3.48 7.88
H 5.13 -5.37 -7.45
C 3.56 -0.13 7.43
H 1.00 8.14 3.63
C 2.67 -4.73 -6.94
H -3.94 7.12 -2.48
H -3.23 -3.92 -6.07
N 3.52 -5.49 -6.08
O -0.47 1.95 -2.32
H -6.01 6.92 -0.46
H -5.45 5.30 -0.05
O -4.13 -4.83 -4.51
C -1.25 -6.24 -1.08
H 1.66 -0.68 1.54
C -9.37 1.00 -0.08
H 1.52 7.93 1.24
O 0.28 -0.12 0.02
H -1.59 0.20 0.41
H 3.19 -1.31 10.47
H -5.93 5.43 -4.12
O 3.97 -6.33 -3.98
H 5.61 -1.78 8.83
H -1.48 -5.26 -0.66
H 4.19 -0.18 6.54
H -7.36 -0.06 0.21
C 0.79 -0.06 1.32
C -1.27 1.05 -1.64
C -9.58 -1.03 -2.25
H -3.54 5.73 -1.49
H 4.25 4.65 -0.42
H 3.80 -1.91 11.99
O -7.36 -1.80 -1.47
H -3.91 -5.45 -6.48
C -10.56 0.88 -1.07
H 0.72 0.40 -3.09
H -2.01 -5.05 -4.60
C 8.69 -1.28 2.80
C -2.89 -5.54 -2.66
C 2.26 5.98 0.33
O 8.67 1.65 0.59
C 6.64 -0.36 1.54
H 5.42 5.89 -0.63
H -2.80 -6.53 -4.47
H 3.29 -4.36 -7.76
O 1.82 6.53 2.67
H 4.85 -1.00 10.91
O -9.77 -1.81 -3.18
H 0.94 0.95 1.69
C 8.90 0.72 1.43
O -7.60 4.84 -3.08
C -2.92 -5.49 -4.17
H 4.48 -2.65 6.91
C 4.67 -6.11 -6.79
H -0.14 -0.38 1.80
O -9.35 1.76 0.88
C -0.88 0.76 -0.20
H 8.37 -2.24 2.41
C 4.06 -1.75 10.95
H -0.76 1.72 0.32
H 0.36 6.67 1.09
H 0.16 6.65 4.05
O 3.60 6.47 0.25
H -7.44 -2.35 -2.25
H 4.31 -7.03 -7.24
H 9.76 -1.04 2.88
C 1.40 6.85 1.36
N -5.54 5.64 -2.21
H 9.91 0.61 1.85
H -3.80 -5.99 -2.27
H 8.29 -1.08 3.79
H 6.37 -0.08 0.52
C -8.35 -0.91 -1.35
N 8.03 -0.27 1.92
C -8.31 -0.04 -0.29
H -1.26 0.13 -2.22
H -0.22 -6.52 -0.90
H 2.28 -3.82 -6.50
*
```

HOMO level, eV: -9.40
SMILES: O=C1C=C(O)C(=O)C=C1O.CN(C)C=O.CN(C)C=O.CN(C)C=O.COCCOC.COCCOC.COCCOC.COCCOC
LUMO energy, eV: -1.39
HOMO-LUMO gap, Ha: 0.29439
Calculated total energy, eV: -68373.02493


No. 2
A 3-piece molecular cluster, C5H13ClN3 overall. Source: the OMol25 dataset; level of theory: ωB97M-V with the def2-TZVPD basis set.

The geometry in ORCA input format:
```
! wB97M-V def2-TZVPD RIJCOSX def2/J DEFGRID3
* xyz 1 1
C -0.06 -3.17 0.70
C -0.86 2.70 -1.12
H 2.48 -1.19 -0.66
H -1.57 2.06 -1.67
H 0.85 2.39 -0.01
N 0.03 -1.95 0.17
C -1.13 2.84 0.37
H -1.95 2.13 0.86
C 0.03 -0.86 -0.16
H -0.33 4.67 0.32
H -1.14 -3.49 0.78
H 0.54 -5.16 0.17
N -0.01 1.94 -0.24
H -1.16 4.18 1.86
N -0.71 3.97 0.99
H 1.64 -3.96 -0.18
C 0.61 -4.19 -0.22
H 0.30 -3.16 1.86
H -0.40 3.62 -1.67
H -0.01 0.86 -0.32
Cl 2.81 0.06 -0.69
H 0.04 -4.31 -1.12
*
```

HOMO level, eV: -13.69
LUMO energy, eV: -2.45
HOMO-LUMO gap, Ha: 0.41283
Calculated total energy, eV: -22379.38818


No. 3
A 2-piece molecular cluster, C22H20ClNO5 overall. Source: the OMol25 dataset; level of theory: ωB97M-V with the def2-TZVPD basis set.

The geometry in ORCA input format:
```
! wB97M-V def2-TZVPD RIJCOSX def2/J DEFGRID3
* xyz 0 1
H 0.31 -4.88 -0.80
C -0.92 1.03 2.93
H -2.59 0.67 -5.18
C -1.15 1.22 -0.68
H 1.65 -4.94 -1.96
H -0.83 -0.43 0.70
H 1.54 1.97 3.09
C -1.61 2.55 -4.78
C 0.80 -3.01 -1.77
H -0.71 4.39 -4.09
H 0.07 -3.17 -2.59
C -0.92 -1.35 2.93
H -0.79 1.68 2.06
O -1.41 2.09 0.19
H 3.97 -2.34 3.59
H -3.10 -1.66 3.03
H -2.93 0.89 2.08
H 1.53 -2.36 3.13
H -2.93 0.90 3.86
C -0.96 2.95 -2.49
C -1.97 0.85 -3.11
C -0.08 -0.20 2.84
H -0.53 -2.37 2.97
C 2.07 -1.41 3.20
C -1.34 1.64 -2.13
O -0.90 3.97 -6.45
O 0.19 -0.71 -2.44
C 1.35 -0.20 3.04
H 1.91 -4.21 -0.37
C 3.44 1.03 3.44
C 4.12 -0.19 3.59
H 3.98 1.96 3.53
C -2.25 -0.98 2.97
C -2.13 1.30 -4.42
O 0.21 -2.19 -0.75
N -1.46 2.89 -6.16
O -1.87 2.08 -7.03
H -0.56 3.62 -1.73
H -0.69 1.61 3.84
Cl 5.80 -0.19 3.88
C -1.06 3.40 -3.80
C 3.43 -1.41 3.47
C -0.10 -0.96 -1.26
H -2.36 -0.14 -2.85
C -2.41 0.51 2.97
C 2.07 1.02 3.18
C -0.73 -0.08 -0.32
C 1.19 -4.34 -1.18
H 1.68 -2.50 -2.18
*
```

HOMO level, eV: -7.35
LUMO energy, eV: -2.87
HOMO-LUMO gap, Ha: 0.16455
Calculated total energy, eV: -47383.10374


No. 4
A 6-piece molecular cluster, BrH10O5 overall. Source: the OMol25 dataset; level of theory: ωB97M-V with the def2-TZVPD basis set.

The geometry in ORCA input format:
```
! wB97M-V def2-TZVPD RIJCOSX def2/J DEFGRID3
* xyz -1 1
H 27.06 -4.05 2.02
Br 28.46 -3.72 4.83
O 26.71 -1.79 6.90
H 27.54 -2.04 6.50
H 28.02 -1.75 3.54
H 27.56 -6.83 6.18
H 26.30 -4.32 5.94
O 27.97 -0.98 2.95
H 28.00 -5.52 6.44
O 27.82 -6.31 6.91
O 25.40 -4.48 5.78
H 25.00 -4.09 6.57
H 28.28 -4.60 2.65
H 26.12 -1.92 6.14
H 27.63 -1.46 2.22
O 27.81 -4.60 1.78
*
```

HOMO level, eV: -5.72
LUMO energy, eV: 3.77
HOMO-LUMO gap, Ha: 0.34872
Calculated total energy, eV: -80445.87925